Version w
Below is a single C4H11NS molecule, with properties calculated with the ωB97M-V functional and the def2-TZVPD basis.

```
! RIJCOSX wB97M-V def2-TZVPD def2/J DEFGRID3
* xyz 0 1
C 0.02 -1.09 -0.13
C -0.28 -0.33 1.16
C -0.94 1.02 1.05
S -2.63 0.98 0.28
C 0.62 -0.24 -1.26
N 2.03 0.15 -1.09
H -0.89 -1.54 -0.55
H 0.73 -1.86 0.16
H 0.65 -0.12 1.69
H -0.89 -0.97 1.81
H -0.40 1.69 0.39
H -1.08 1.44 2.05
H -2.17 0.74 -0.95
H -0.02 0.61 -1.46
H 0.61 -0.87 -2.15
H 2.49 -0.57 -0.54
H 2.10 0.95 -0.46
*
```

Calculated values
- LUMO energy (eV) = 0.91
- orbital gap (Eh) = 0.3677

Version x
Below is a single C4H11NS molecule, with properties calculated with the ωB97M-V functional and the def2-TZVPD basis.

```
! RIJCOSX wB97M-V def2-TZVPD def2/J DEFGRID3
* xyz 0 1
C -1.49 -0.08 -0.34
C -0.88 0.49 0.98
C 0.65 0.39 1.06
S 1.43 -1.23 0.93
C -0.64 0.11 -1.63
N -0.45 1.55 -1.85
H -1.68 -1.14 -0.17
H -2.44 0.38 -0.61
H -1.15 1.55 0.97
H -1.35 -0.06 1.80
H 1.01 0.94 0.19
H 0.93 0.97 1.94
H 1.43 -1.63 2.22
H 0.27 -0.47 -1.55
H -1.25 -0.39 -2.40
H -1.39 1.91 -1.96
H -0.08 1.69 -2.79
*
```

Calculated values
- LUMO energy (eV) = 0.95
- orbital gap (Eh) = 0.3633

Which structure is the most stable? The one labeled version w.

Version w
Below is a single C4H11NS molecule, with properties calculated with the ωB97M-V functional and the def2-TZVPD basis.

```
! RIJCOSX wB97M-V def2-TZVPD def2/J DEFGRID3
* xyz 0 1
C -2.03 1.32 -1.15
N -0.89 0.80 -0.04
C 0.04 -0.37 0.17
C 1.33 -0.34 -0.70
S 2.33 -1.97 -1.23
C 0.55 -0.47 1.72
H -1.74 1.30 -2.14
H -3.04 0.80 -0.79
H -2.24 2.51 -0.97
H -1.28 0.86 0.94
H -0.52 -1.31 -0.21
H 1.10 0.20 -1.68
H 2.12 0.23 -0.25
H 2.63 -2.08 0.02
H 1.04 -1.35 1.89
H 0.99 0.47 1.98
H -0.38 -0.60 2.43
*
```

Calculated values
- LUMO energy (eV) = 0.93
- orbital gap (Eh) = 0.3450

Version x
Below is 2 unconnected molecules or ions with the total composition C4H11NS, with properties calculated with the ωB97M-V functional and the def2-TZVPD basis.

```
! RIJCOSX wB97M-V def2-TZVPD def2/J DEFGRID3
* xyz 0 1
C 3.49 0.14 1.61
S 1.67 0.63 1.81
C 0.09 -0.21 1.87
H 4.04 1.08 1.64
H 3.54 -0.26 0.60
H 3.72 -0.51 2.44
H -0.16 -0.75 2.79
H -0.57 0.63 1.72
H -0.22 -1.07 1.26
C -1.52 -0.86 -1.79
C -2.52 1.20 -2.10
N -2.32 0.24 -1.31
H -1.86 -1.67 -1.12
H -0.49 -0.66 -1.46
H -1.46 -1.12 -2.85
H -3.28 1.97 -1.98
H -2.15 1.22 -3.14
*
```

Calculated values
- LUMO energy (eV) = 0.89
- orbital gap (Eh) = 0.3360

Which structure is the most stable? The one labeled version x.

Version w
Below is a molecular structure, C7H8S, with properties calculated with the ωB97M-V functional and the def2-TZVPD basis.

```
! RIJCOSX wB97M-V def2-TZVPD def2/J DEFGRID3
* xyz 0 1
C 0.50 2.13 0.67
C -0.31 -0.36 -0.21
C -1.70 -1.05 0.04
C -2.90 -0.56 -0.46
C 0.83 -1.05 0.25
C 2.14 -0.72 -0.13
C 3.29 -0.74 -0.56
H 1.43 1.66 1.32
H -0.53 2.04 1.43
H 0.69 3.23 0.23
H -1.39 -2.06 0.26
H -3.22 0.39 -0.71
H -3.71 -1.28 -0.36
H 0.63 -2.08 0.66
H 4.35 -0.89 -1.53
S -0.10 1.35 -0.89
*
```

Calculated values
- LUMO energy (eV) = -0.16
- orbital gap (Eh) = 0.2990

Version x
Below is 2 unconnected molecules or ions with the total composition C7H8S, with properties calculated with the ωB97M-V functional and the def2-TZVPD basis.

```
! RIJCOSX wB97M-V def2-TZVPD def2/J DEFGRID3
* xyz 0 1
C -0.56 1.63 0.50
C 0.11 0.58 -0.31
C -1.23 0.50 0.30
C 2.38 0.78 2.33
C 1.11 -0.05 -0.84
C -2.39 -0.30 0.42
C 1.07 -1.47 -1.31
S 2.92 2.21 2.22
H -0.44 2.56 0.99
H 2.12 0.39 -0.88
H -2.83 -0.27 -0.69
H -2.13 -1.32 0.59
H -3.19 -0.03 0.96
H 1.96 -1.92 -1.06
H 0.88 -1.46 -2.44
H 0.23 -1.84 -0.78
*
```

Calculated values
- LUMO energy (eV) = 0.01
- orbital gap (Eh) = 0.2795

Which structure is the most stable? The one labeled version x.

Version w
Below is 2 unconnected molecules or ions with the total composition C3H10NO2, with properties calculated with the ωB97M-V functional and the def2-TZVPD basis.

```
! RIJCOSX wB97M-V def2-TZVPD def2/J DEFGRID3
* xyz 1 1
C -0.98 -0.24 -1.07
C -1.69 0.77 -0.15
C -1.10 0.79 1.25
O -0.29 -0.11 1.50
N 0.54 0.10 -1.06
H -1.30 -0.14 -2.12
H -1.13 -1.21 -0.84
H -2.78 0.27 -0.14
H -1.63 1.69 -0.71
H -1.12 1.75 1.78
H 0.55 1.17 -0.80
H 0.93 0.00 -1.88
H 0.98 -0.50 -0.18
H 3.42 -0.68 -0.16
H 2.60 -1.43 0.88
O 2.58 -1.08 -0.07
*
```

Calculated values
- LUMO energy (eV) = -3.70
- orbital gap (Eh) = 0.4017

Version x
Below is 2 unconnected molecules or ions with the total composition C3H10NO2, with properties calculated with the ωB97M-V functional and the def2-TZVPD basis.

```
! RIJCOSX wB97M-V def2-TZVPD def2/J DEFGRID3
* xyz 1 1
C 3.23 0.19 -0.13
C -2.57 0.02 -0.30
C 1.92 -0.17 0.45
N -2.19 -1.12 0.24
O -1.53 1.31 0.29
O 0.86 0.29 0.10
H 3.74 -0.71 -0.47
H 3.84 0.62 0.65
H 3.12 0.89 -0.95
H -2.39 0.12 -1.37
H -3.50 0.44 0.06
H 1.96 -0.92 1.26
H -1.41 -1.64 -0.14
H -2.43 -1.33 1.20
H -1.59 2.10 -0.28
H -0.59 0.96 0.26
*
```

Calculated values
- LUMO energy (eV) = -2.91
- orbital gap (Eh) = 0.4270

Which structure is the most stable? The one labeled version x.